50
Properties=species:S:1:pos:R:3:forces:R:3:nbo_charge:R:1 method="wB97M-V/def2-TZVPD" multiplicity=1 gap_ev=8.6 mol_weight_g_mol=281.3 energy_ev=-29169.481 homo_energy_ev=-11.28 charge=+1
O 2.657 -0.566 3.641 -0.87 -0.65 -0.22 -0.943
O 0.758 1.675 2.529 0.09 -0.56 0.46 -0.940
O -0.598 -0.942 -4.437 -0.03 -1.07 0.22 -0.966
O 2.111 0.688 -3.457 -0.23 0.05 0.15 -0.958
O 1.527 -2.032 -2.509 -0.29 0.67 0.78 -0.998
O 1.734 -1.304 0.242 -1.38 -0.45 0.63 -1.028
O -1.126 -3.510 2.224 0.03 0.16 -0.98 -1.000
O -1.229 -0.165 3.295 0.34 -0.09 -0.52 -0.988
O -3.590 1.651 2.106 0.06 -0.31 0.03 -0.962
O 3.957 -0.178 1.305 -0.13 -0.53 -0.04 -0.971
N -0.970 -2.130 -0.089 -0.45 1.88 2.06 -0.700
N 0.102 1.807 -1.026 0.81 0.55 -0.38 -0.661
C 0.455 3.096 -1.634 -1.37 0.06 0.41 -0.414
C -2.208 2.154 -1.481 -1.65 -0.57 0.26 -0.497
C -1.458 0.351 0.125 -0.58 0.39 -0.64 -0.509
C -1.257 1.441 -0.887 1.53 0.70 -0.74 0.185
C -1.850 -0.999 -0.481 -1.49 0.46 -0.98 -0.235
H -0.836 -1.922 0.908 0.79 0.04 0.13 0.467
H -1.411 -3.016 0.107 -0.04 -0.79 -1.19 0.460
H -3.649 1.546 3.061 -0.21 0.31 0.05 0.484
H -3.250 2.016 -1.198 0.10 -0.27 0.11 0.204
H -0.038 -2.044 -0.491 0.08 -0.70 -0.18 0.469
H -1.296 -3.095 3.068 -0.02 -0.20 0.56 0.511
H 3.898 -0.733 2.096 0.50 0.30 0.06 0.494
H -2.134 2.839 -2.302 0.74 0.37 -0.02 0.220
H 1.499 3.260 -1.399 0.13 0.22 -0.46 0.211
H -1.957 -0.934 -1.562 0.50 -0.13 -0.09 0.223
H -0.546 0.297 0.690 0.35 -0.26 0.35 0.232
H 0.215 -0.658 -4.862 -0.11 0.64 -0.01 0.488
H 2.063 -0.802 4.365 0.32 0.37 0.56 0.492
H -2.048 0.206 2.955 -0.14 -0.03 0.00 0.469
H 4.429 0.604 1.593 0.07 0.29 0.08 0.501
H -0.553 0.424 2.886 -0.15 -0.13 0.64 0.494
H 2.980 0.674 -3.044 0.13 0.10 -0.10 0.476
H 1.497 1.117 2.257 0.19 0.14 0.13 0.485
H 2.216 -1.089 2.954 0.12 0.08 -0.14 0.457
H 1.948 -1.493 -0.672 0.70 0.38 -0.02 0.494
H 0.185 3.145 -2.692 0.60 -0.05 -0.19 0.187
H 2.433 -0.877 0.756 0.52 0.29 -0.98 0.511
H 0.422 2.046 1.722 -0.13 0.49 -0.84 0.483
H 0.754 1.182 -1.493 -0.44 -0.81 0.53 0.388
H 0.950 -2.316 -3.217 -0.26 -0.26 -0.44 0.519
H -2.877 -1.189 -0.174 0.13 -0.60 0.31 0.232
H -0.969 -0.250 -3.888 0.28 0.50 -0.18 0.484
H 1.725 -0.159 -3.203 0.14 -0.15 0.05 0.477
H 2.313 -2.567 -2.481 0.39 -0.58 -0.41 0.498
H -0.161 3.877 -1.179 0.21 0.03 0.24 0.202
H -2.268 0.723 0.752 0.17 -0.42 0.22 0.280
H -0.919 -4.443 2.299 -0.06 0.02 0.60 0.500
H -3.633 2.594 1.925 -0.02 0.11 0.13 0.493

---

22
Properties=species:S:1:pos:R:3:forces:R:3:nbo_charge:R:1 method="wB97M-V/def2-TZVPD" multiplicity=1 gap_ev="7.0 / 7.0" mol_weight_g_mol=233.1 energy_ev=-30548.249 homo_energy_ev="-4.08 / -4.08" charge=-1
P -2.161 2.007 -1.679 0.61 1.88 -0.65 1.628
F -1.549 3.631 -1.463 -0.43 -1.42 0.16 -0.656
O -0.300 -1.590 -3.690 1.14 0.80 -0.30 -0.475
O -1.242 1.165 -0.703 0.40 -0.68 0.28 -0.914
O -1.566 1.810 -3.116 -0.80 -0.05 -0.18 -1.083
O 0.390 0.548 -3.530 0.91 -1.74 -0.36 -0.568
N 0.151 -0.636 -3.018 -1.63 0.51 1.29 0.463
N 0.702 1.270 1.455 1.89 -0.61 -2.30 -0.397
C -0.013 -2.193 0.315 -0.10 1.37 -0.05 -0.293
C 0.211 1.631 2.510 -2.14 3.21 2.90 -0.049
C 0.173 0.515 -0.786 -1.43 -0.76 0.93 0.035
C 0.310 0.201 0.693 -0.30 -2.99 0.66 0.137
C -0.039 -1.987 -1.025 0.71 -0.47 -0.21 -0.173
C 0.147 -0.712 -1.651 0.13 0.39 0.62 -0.052
C 0.106 -1.085 1.233 0.38 1.75 -0.82 -0.253
H -0.812 1.328 2.882 1.07 -0.22 -0.14 0.145
H 0.014 -2.855 -1.670 -0.25 0.08 -0.13 0.224
H 0.785 1.355 -1.012 0.74 0.33 -0.67 0.234
H 0.126 -1.337 2.327 0.21 0.77 -1.13 0.204
H 0.635 2.605 2.960 -0.51 -1.68 -0.20 0.154
H -0.696 1.238 -3.347 -0.34 0.50 0.25 0.491
H 0.061 -3.157 0.747 -0.25 -0.96 0.03 0.195

---

88
Properties=species:S:1:pos:R:3:forces:R:3:lowdin_charge:R:1 method="wB97M-V/def2-TZVPD" multiplicity=1 gap_ev=5.8 mol_weight_g_mol=932.4 energy_ev=-87174.906 homo_energy_ev=-11.47 charge=+1
I -2.405 -4.309 -1.508 0.45 1.00 -1.03 0.947
I -2.065 -2.360 -5.909 0.01 0.07 0.00 1.085
F 2.552 0.878 3.640 -0.62 0.87 0.95 0.132
F 0.520 1.657 3.760 0.78 0.18 0.58 0.119
F -9.490 -5.314 0.845 0.91 -0.92 0.09 0.141
F -9.786 -7.408 1.369 1.42 0.79 -0.33 0.148
F 1.299 0.394 5.359 0.40 1.15 -0.44 0.147
F 5.490 7.909 0.704 -1.21 -0.31 -0.48 0.142
F 4.282 8.979 -0.760 -0.36 -1.32 0.75 0.143
F 3.534 8.691 1.268 0.21 -0.91 -0.85 0.143
F -8.575 -6.124 2.651 0.29 -0.33 -1.23 0.146
O 1.110 3.320 5.820 1.05 -1.63 -0.99 0.009
O 3.813 5.779 0.767 -0.17 1.80 -0.86 0.012
O 1.341 -0.116 -2.881 -0.78 -1.62 -2.24 -0.092
O -6.862 -5.664 0.272 -1.02 -0.99 0.68 0.010
O -7.263 -7.923 0.249 -1.22 2.70 0.94 0.152
O 3.327 2.966 5.350 -2.72 -1.30 -0.66 0.149
O 2.856 6.592 -1.154 1.71 0.88 2.17 0.136
O 4.790 -2.361 1.942 -2.62 -0.66 1.01 -0.259
N -2.416 -2.207 -3.842 -1.49 -0.43 1.04 -0.543
C -1.238 0.116 -3.289 1.11 0.04 0.61 -0.220
C -5.881 -6.000 -1.922 -0.32 -0.13 -0.14 -0.083
C 3.441 -2.055 1.415 -0.69 -0.20 -0.68 -0.228
C -0.251 -2.121 -2.295 0.49 0.90 -0.31 -0.279
C 3.139 -2.776 -0.059 -0.56 0.42 0.78 -0.158
C 4.211 8.075 0.257 1.35 2.41 0.53 -0.470
C -2.613 -0.772 -3.395 -1.12 2.85 0.05 -0.185
C 3.210 4.500 0.517 -0.29 -0.73 -0.20 -0.213
C 1.107 -2.995 -1.909 -0.20 0.13 1.20 -0.154
C 1.645 5.683 5.679 0.09 -0.06 -0.37 -0.062
C 2.149 2.636 5.243 1.47 2.63 1.73 -0.326
C 4.055 3.695 -0.453 0.24 0.16 -0.23 -0.060
C -1.153 1.392 -4.314 0.68 0.74 0.91 -0.153
C -0.237 3.336 -2.604 0.09 0.19 0.81 -0.190
C -5.629 -5.882 -0.430 0.39 -0.20 -0.38 -0.247
C 0.119 -0.862 -3.332 -0.41 -0.08 0.25 -0.259
C 3.554 6.759 -0.157 -1.64 -2.57 -1.04 -0.321
C 1.636 1.402 4.503 -0.54 -2.10 -1.11 -0.468
C 1.499 -2.606 -0.337 0.87 0.92 -0.62 -0.204
C -1.426 -3.003 -3.021 3.30 -1.34 0.15 -0.706
C -0.250 2.901 -1.000 1.65 -6.03 6.48 -0.082
C -7.601 -6.783 0.559 2.46 -1.52 -1.42 -0.317
C 1.465 4.481 6.587 0.19 0.84 0.45 -0.208
C -1.568 2.740 -3.420 0.16 0.11 0.29 -0.188
C -0.090 2.112 0.177 -1.10 5.68 -7.38 0.060
C 4.718 -3.386 3.021 0.79 -0.25 0.16 -0.115
C -8.855 -6.412 1.347 -2.53 0.47 1.36 -0.469
H 2.359 4.294 7.192 -0.11 -0.14 -0.30 0.128
H -6.496 -6.876 -2.150 0.19 0.06 0.08 0.085
H -0.008 1.746 1.303 -0.30 1.16 -2.99 0.041
H 0.639 4.667 7.282 0.01 -0.35 -0.27 0.128
H 3.805 -3.230 3.750 1.64 -0.32 -1.70 0.096
H -3.241 -0.711 -2.381 1.59 -0.67 -2.11 0.169
H -0.644 -1.610 -1.290 0.63 -1.19 -2.26 0.149
H 4.103 4.182 -1.432 -0.12 -0.07 0.11 0.077
H -1.778 1.287 -5.297 1.04 0.08 1.96 0.111
H 2.480 5.533 4.988 -0.01 0.04 0.19 0.076
H 0.849 -3.188 0.446 1.32 0.87 -1.61 0.119
H 3.775 -2.192 -0.869 -1.44 -1.35 1.53 0.122
H -0.009 1.550 -4.607 -2.51 -0.51 0.49 0.121
H -3.324 -0.271 -4.212 1.56 -1.16 1.78 0.134
H 0.917 -4.164 -1.910 0.36 2.43 -0.41 0.115
H 3.643 2.691 -0.585 -0.01 0.11 0.07 0.074
H -0.872 -3.754 -3.762 -1.41 1.60 1.71 0.089
H 1.241 -1.458 -0.190 0.60 -2.27 -0.31 0.112
H 2.568 -2.397 2.153 2.01 0.69 -1.37 0.126
H 3.435 -3.917 -0.046 -0.52 2.35 0.00 0.123
H 2.181 4.613 0.159 0.25 0.18 -0.02 0.107
H 2.051 -0.318 -3.589 -1.69 0.55 1.82 0.134
H -4.993 -5.013 -0.234 -0.42 0.02 0.23 0.053
H -0.205 4.527 -2.644 -0.27 -2.71 0.24 0.124
H 0.750 5.841 5.068 0.04 0.02 0.21 0.084
H -1.228 0.575 -2.187 0.09 -1.07 -2.35 0.137
H 0.372 -1.238 -4.417 -0.83 0.50 2.02 0.126
H 2.027 -2.687 -2.604 -2.22 -0.82 1.45 0.129
H -2.400 2.444 -2.620 1.76 0.76 -1.83 0.123
H -5.104 -6.761 -0.039 -0.32 0.04 -0.01 0.130
H -3.358 -2.684 -3.711 1.35 0.63 -0.27 0.097
H 3.160 3.979 1.479 0.16 0.38 -0.02 0.123
H 0.762 2.979 -3.150 -2.16 0.56 1.58 0.119
H -4.937 -6.087 -2.468 -0.10 -0.03 0.08 0.039
H 5.085 3.611 -0.089 -0.19 -0.06 0.06 0.086
H 4.709 -4.452 2.490 -0.09 2.14 1.46 0.106
H 5.689 -3.255 3.694 -2.02 -0.39 -1.71 0.110
H 3.340 -0.888 1.266 0.37 -2.33 0.34 0.129
H 1.837 6.585 6.266 -0.04 -0.15 -0.04 0.086
H -6.425 -5.125 -2.291 0.15 -0.02 0.09 0.085
H -1.965 3.623 -4.077 0.70 -1.88 1.11 0.115